Below is C17H22BrMoS3 as an isolated structure, with properties calculated with wB97M-V/def2-TZVPD.

CARTESIAN COORDINATES (ANGSTROEM)
Mo 0.28189 -0.40641 0.34265
C 0.79385 -2.00303 3.63655
C 0.51002 -0.81096 2.78588
C -0.79998 -0.48052 2.40843
C -1.08958 0.77695 1.79378
C -2.50433 1.18205 1.50743
C -0.02421 1.65809 1.54441
C 1.31022 1.25638 1.68571
C 2.43781 2.16929 1.31290
C 1.55549 -0.01679 2.27278
H 1.76812 -2.43044 3.41434
H 0.03347 -2.77006 3.51344
H 0.78766 -1.66984 4.67836
H -1.61292 -1.14911 2.65848
H -2.92804 1.67161 2.38663
H -3.11769 0.31465 1.27252
H -2.54726 1.87990 0.67234
H -0.23635 2.61876 1.09588
H 2.71952 2.77324 2.17739
H 2.14815 2.83975 0.50498
H 3.31637 1.60794 0.99826
H 2.57765 -0.34353 2.41633
S -1.45552 -1.40491 -0.68683
C -2.22048 -0.33606 -1.81182
C -3.42559 -0.69033 -2.43984
C -3.96987 0.15355 -3.37584
C -3.32452 1.36022 -3.70029
C -2.14545 1.71747 -3.08946
C -1.58161 0.86154 -2.13138
S -0.08188 1.23444 -1.34625
H -3.90083 -1.62664 -2.17808
H -4.89561 -0.10431 -3.87077
H -3.76428 2.01360 -4.44135
H -1.64571 2.64477 -3.33667
C 2.03219 -1.18677 -2.51733
S 2.41469 -0.29378 -0.99324
C 3.74308 -1.36130 -0.40401
H 1.65551 -2.17663 -2.26518
H 2.94961 -1.26170 -3.09868
H 1.28994 -0.61415 -3.06541
H 4.60632 -1.18078 -1.04157
H 3.44054 -2.40345 -0.43142
H 3.98667 -1.08351 0.61918
Br 0.91295 -2.92920 0.52678

The value obtained for the relative energy (zero: lowest compared OMol25 entry of this formula, charge and spin) is 2.3 kcal per mole. As for the net charge: +1. The energy comes out at -4497.64823 a.u.

***

Below is a 3-piece molecular cluster, C17H22BrO4P overall, with properties calculated with wB97M-V/def2-TZVPD.

CARTESIAN COORDINATES (ANGSTROEM)
C -4.61215 -1.77027 -0.53677
C -3.42696 -1.60598 -1.62890
C -2.60433 -0.25699 -1.31227
C -1.66977 -0.39968 0.01162
O -0.28927 -0.71385 -0.32345
C 0.01980 -2.07927 -0.14817
O 0.71685 -2.62177 -1.04378
O -0.33206 -2.88211 0.96867
P -1.73898 -3.84454 0.64488
O -2.65228 -3.73679 2.11541
Br -1.20518 -6.04951 0.52058
H -5.22748 -0.80589 -0.43899
H -5.32041 -2.57626 -0.96477
H -4.18929 -2.05781 0.48224
H -3.95850 -1.54926 -2.65137
H -2.74780 -2.52466 -1.63995
H -1.94040 0.06386 -2.19782
H -3.38378 0.58294 -1.18423
H -1.65720 0.65884 0.47190
H -2.14257 -1.07540 0.79741
H -2.78764 -4.67063 2.42414
C 2.33003 -0.07788 1.72056
C 3.03902 -0.95011 0.89960
C 4.42981 -0.91720 0.88612
C 5.11219 -0.00908 1.69018
C 4.40309 0.86904 2.50384
C 3.01247 0.83395 2.52059
H 1.24566 -0.10781 1.73642
H 2.50810 -1.65614 0.27104
H 4.98244 -1.59933 0.24886
H 6.19654 0.01490 1.68154
H 4.93495 1.58111 3.12641
H 2.45972 1.51720 3.15700
C 0.76116 3.10017 0.11388
C 0.84629 2.07442 -0.82236
C 0.63111 2.34246 -2.17059
C 0.32628 3.63653 -2.58264
C 0.23211 4.66065 -1.64521
C 0.45094 4.39340 -0.29735
H 0.93565 2.89194 1.16434
H 1.08128 1.06681 -0.50154
H 0.70099 1.54277 -2.90069
H 0.16103 3.84633 -3.63399
H -0.01127 5.66851 -1.96551
H 0.37980 5.19242 0.43314

Its SMILES is CCCCOC(=O)OP(O)Br.c1ccccc1.c1ccccc1. The energy comes out at -3877.29823 a.u.

***

Below is C17H22Cl2N5O7SW as an isolated structure, with properties calculated with wB97M-V/def2-TZVPD.

CARTESIAN COORDINATES (ANGSTROEM)
W 0.68714 0.74870 -0.12675
O 2.37627 1.44012 -1.40957
C 2.05894 2.26291 -2.56250
C 1.54311 3.58632 -2.02207
N 0.66766 3.38470 -0.82623
C 1.20550 4.04139 0.36195
C 2.20869 3.10297 1.00788
O 3.27102 3.32617 1.44918
O 1.67927 1.79195 1.04682
C -0.73931 3.59172 -1.12576
C -1.34635 2.31998 -1.68992
O -2.38517 2.13048 -2.17600
O -0.43084 1.19790 -1.49317
H 3.26003 1.60325 -1.04056
H 1.32008 1.70644 -3.13288
H 2.95013 2.38921 -3.17373
H 1.00584 4.12621 -2.80267
H 2.38725 4.20800 -1.72339
H 0.41826 4.23887 1.09355
H 1.71005 4.98176 0.14104
H -0.91344 4.38278 -1.85876
H -1.30746 3.84495 -0.22963
C -3.80860 -2.32148 4.09263
C -3.41671 -1.04095 3.46565
N -4.05634 0.08377 3.54685
N -3.31819 0.96186 2.82993
C -2.22391 0.42049 2.31419
S -1.12702 1.43658 1.42329
N -2.26513 -0.86633 2.70013
N -1.26866 -1.80628 2.45876
H -4.75691 -2.17524 4.60425
H -3.06958 -2.64459 4.82804
H -3.92967 -3.10613 3.34498
H -3.63429 1.91884 2.74278
H -1.57112 -2.42712 1.71464
H -1.12980 -2.34911 3.30629
O -0.43495 -1.03552 -0.18410
C 0.39430 -1.55655 -1.01896
O 1.46323 -0.76543 -1.09045
C 0.23885 -2.72886 -1.78023
C 1.33424 -3.22061 -2.52106
C 1.18073 -4.37213 -3.25894
C -0.05302 -5.02228 -3.27321
C -1.14433 -4.53413 -2.55000
C -1.00565 -3.39244 -1.79802
H 2.28461 -2.70456 -2.49423
H 2.01037 -4.77170 -3.82466
H -0.16851 -5.92418 -3.86052
H -2.09232 -5.05167 -2.58952
H -1.84432 -2.98718 -1.24734
Cl 4.13171 -0.38275 0.70150
C 3.25377 -0.44718 2.21065
Cl 1.48600 -0.83243 1.95683
H 3.29493 0.50690 2.72408
H 3.61960 -1.26837 2.81890

The value obtained for the relative energy (zero: lowest compared OMol25 entry of this formula, charge and spin) is 19.9 kcal per mole. As for the net charge: +3. The energy comes out at -2846.16585 a.u.